{"formula": "C5H6O3", "method": "the ωB97M-V functional and the def2-TZVPD basis", "elements": ["O", "O", "O", "C", "C", "C", "C", "C", "H", "H", "H", "H", "H", "H"], "xyz": [[-2.0924, -0.0484, 0.7613], [-0.9625, -1.1066, -1.6596], [2.0491, 0.7551, 0.4794], [0.0215, -1.5152, -0.6828], [-0.9237, 0.0807, 0.6143], [0.0923, -0.9283, 0.7684], [-0.4394, 1.4033, 0.0438], [1.0456, 0.9903, -0.4405], [-1.0516, 1.6672, -0.8478], [1.3512, 1.0624, -1.6183], [0.8790, -0.7287, 1.4668], [-0.5580, -1.5239, 1.4294], [0.7117, -2.2976, -1.1492], [-0.1229, 2.1897, 0.8349]], "lumo_energy_ha": -0.0430, "smiles": "O=CCC(=O)CC=O", "energy_ha": -419.63778, "homo_lumo_gap_ev": 8.87, "max_force_ha_per_bohr": 0.1898}


{"formula": "CH7N3O", "method": "the ωB97M-V functional and the def2-TZVPD basis", "elements": ["O", "N", "N", "N", "C", "H", "H", "H", "H", "H", "H", "H"], "xyz": [[-1.3599, 1.6966, -0.5327], [2.1597, -0.3299, 0.4815], [-1.0873, -0.5700, 0.6405], [-1.1441, 0.5641, -1.3847], [-0.8640, -0.4730, -0.7289], [1.4065, 0.1915, 0.2436], [2.0063, -1.4204, 0.4930], [-0.7220, -1.3430, -1.3223], [-1.3005, 0.4034, 0.8293], [-1.3922, 2.2980, -1.2035], [-0.4111, -1.0681, 1.1884], [2.7084, 0.0509, 1.2958]], "lumo_energy_ha": 0.0310, "smiles": "N/C=N\\O.N", "energy_ha": -281.72130, "homo_lumo_gap_ev": 10.07, "max_force_ha_per_bohr": 0.1129}


{"formula": "C4HO2", "method": "the ωB97M-V functional and the def2-TZVPD basis", "elements": ["O", "O", "C", "C", "C", "C", "H"], "xyz": [[1.3707, 1.3551, -1.5074], [0.9913, -0.8039, -1.7141], [-1.1012, 1.1981, 0.6381], [-0.7702, -0.0926, 1.1090], [-0.1430, 0.3129, -0.0517], [0.8840, 0.2733, -1.2193], [-1.2316, -2.2430, 2.7453]], "total_charge": -1, "lumo_energy_ha": [0.1064, 0.0863], "energy_ha": -303.26688, "homo_lumo_gap_ev": [7.83, 7.41], "max_force_ha_per_bohr": 0.0773}


{"formula": "C7H11NO3", "method": "the ωB97M-V functional and the def2-TZVPD basis", "elements": ["O", "O", "O", "N", "C", "C", "C", "C", "C", "C", "C", "H", "H", "H", "H", "H", "H", "H", "H", "H", "H", "H"], "xyz": [[-1.8438, 1.4738, 1.2515], [2.2622, -0.3614, 2.6079], [-3.0302, -0.1734, 0.5606], [-1.9570, 0.3382, 0.8217], [1.6960, -0.5047, 1.5735], [1.1711, -0.1216, -1.5293], [-0.8933, -1.8349, 0.1174], [0.3341, 0.4920, -0.4301], [0.5564, 0.2907, 1.0689], [-0.7771, -0.4170, 0.5363], [-0.1271, 1.8582, -0.8244], [-0.9035, -2.4690, 1.0009], [0.4181, 1.1134, 1.6078], [-1.8531, -1.8326, -0.2904], [1.9696, -1.3095, 0.8979], [1.5502, -1.1329, -1.1832], [-0.7996, 2.2412, -0.1999], [-0.5635, 1.8367, -1.7724], [0.3957, -0.3498, -2.3961], [1.9167, 0.5043, -1.7171], [0.6881, 2.5832, -1.0912], [-0.2101, -2.2250, -0.6104]], "lumo_energy_ha": [0.0117, -0.1529], "energy_ha": -553.45287, "homo_lumo_gap_ev": [6.14, 5.04], "spin_multiplicity": 3, "max_force_ha_per_bohr": 0.1464, "s2": 2.01}


{"formula": "C35H41N8V", "method": "the ωB97M-V functional and the def2-TZVPD basis", "elements": ["V", "N", "N", "N", "N", "N", "N", "N", "N", "C", "C", "C", "C", "C", "C", "C", "C", "C", "C", "C", "C", "C", "C", "C", "C", "C", "C", "C", "C", "C", "C", "C", "C", "C", "C", "C", "C", "C", "C", "C", "C", "C", "C", "C", "H", "H", "H", "H", "H", "H", "H", "H", "H", "H", "H", "H", "H", "H", "H", "H", "H", "H", "H", "H", "H", "H", "H", "H", "H", "H", "H", "H", "H", "H", "H", "H", "H", "H", "H", "H", "H", "H", "H", "H", "H"], "xyz": [[0.0846, 0.0599, -0.3329], [2.1236, 0.9116, -0.1465], [0.0132, 2.9657, 0.6256], [-1.9150, -0.6958, -0.2228], [-2.6178, 1.6568, 1.5791], [-6.7502, -2.1822, -0.5987], [-6.1318, -3.3387, 1.2050], [0.9451, 0.0436, 3.3975], [0.3477, 0.9077, -2.2405], [-4.4380, -1.8671, 0.0978], [-0.1521, -3.5041, 0.6413], [-3.2112, 3.2551, -4.6671], [-7.4530, -3.6684, 0.9824], [-4.1192, -1.1443, -1.0480], [-3.7672, 3.7353, -3.4901], [2.4031, 1.6017, -1.3072], [-7.8234, -2.9279, -0.1460], [-2.2258, -1.4018, 0.8683], [-2.2211, 2.3828, -2.2331], [-8.3336, -4.5212, 1.6434], [-0.5305, 0.8733, -3.4132], [1.1526, -1.9534, -0.4301], [4.2148, 1.8071, -0.0272], [0.0877, 1.1603, 2.8654], [-10.0013, -3.8593, -0.0009], [-9.6109, -4.6003, 1.1297], [1.4755, -1.9431, 0.9699], [0.8122, 2.4936, 2.8987], [1.4653, 1.5473, -2.3682], [-1.4182, 3.5712, 2.5822], [-5.7739, -2.4551, 0.2188], [0.6688, -2.8867, 1.6140], [-2.8635, -0.5884, -1.1655], [-9.1227, -3.0197, -0.6498], [-3.2693, 3.2938, -2.2738], [-1.6542, 1.8983, -3.4083], [3.2320, 1.0361, 0.6024], [-1.2562, 1.2301, 3.5567], [-2.1646, 2.3455, -4.6238], [0.1649, -2.9634, -0.5985], [-0.0002, 3.4534, 2.0167], [-3.4563, -1.9900, 1.0754], [3.6826, 2.1655, -1.2625], [-2.1574, 2.2511, 2.8351], [5.1929, 2.0433, 0.3635], [-3.3707, 0.9980, 1.7434], [0.9552, 3.0318, 0.2507], [-2.9857, 2.3667, 0.9578], [-1.7562, 0.2558, 3.5646], [0.7185, -3.1630, 2.6640], [0.0621, 1.0168, -4.3186], [-2.0309, 4.2070, 1.9348], [0.5828, -0.8753, 3.1046], [-0.5665, 3.5666, 0.0487], [-0.9496, -0.1325, -3.4903], [-9.4158, -2.4490, -1.5214], [-4.5820, 4.4478, -3.5214], [0.8769, 2.8899, 3.9164], [2.3507, -1.4592, 1.3844], [3.3437, 0.5418, 1.5596], [-1.7323, 1.9827, -5.5503], [-1.8568, 2.0392, -1.2745], [1.8416, -1.6243, -1.1996], [-2.6068, -0.0164, -2.0450], [1.0535, 0.0789, 4.4101], [-3.7048, 3.6630, -1.3504], [1.7192, 2.0199, -3.3180], [-8.0380, -5.0939, 2.5136], [-0.0178, 0.9483, 1.8058], [0.4618, 4.4414, 2.0853], [-1.4429, -1.5131, 1.6034], [-0.8952, -4.2677, 0.8308], [-1.3399, 4.1040, 3.5344], [-3.6186, -2.5403, 1.9932], [-0.2825, -3.2477, -1.5416], [-4.8534, -1.0247, -1.8317], [1.8238, 2.3980, 2.4981], [-2.9920, 2.4732, 3.5069], [-11.0160, -3.9577, -0.3648], [1.8658, 0.1006, 2.9639], [-5.5312, -3.7451, 1.8986], [-10.3341, -5.2493, 1.6070], [-3.5892, 3.5944, -5.6238], [-1.1136, 1.5381, 4.5989], [4.1580, 2.7396, -2.0451]], "total_charge": 1, "lumo_energy_ha": [-0.0953, -0.0982], "energy_ha": -2740.18843, "homo_lumo_gap_ev": [7.14, 7.41], "spin_multiplicity": 4, "max_force_ha_per_bohr": 0.0196, "s2": 3.76}


{"formula": "C3H8N2O", "method": "the ωB97M-V functional and the def2-TZVPD basis", "elements": ["O", "N", "N", "C", "C", "C", "H", "H", "H", "H", "H", "H", "H", "H"], "xyz": [[1.6004, 1.0265, -0.2809], [-1.1306, 1.8120, -0.1358], [-0.9261, 0.7574, 0.6605], [-1.8464, -1.5055, 0.2080], [1.6593, -0.5677, 0.0342], [-1.0967, -0.4395, 0.3076], [2.5825, -0.7610, -0.5144], [2.4523, 1.4517, -0.1054], [0.9903, -1.3186, -0.3848], [-1.4354, 1.6528, -1.0931], [-0.3622, 2.4691, -0.0731], [-1.5402, -2.3583, -0.3796], [-2.8252, -1.5573, 0.6606], [1.8779, -0.6616, 1.0961]], "lumo_energy_ha": 0.0307, "smiles": "C=C=NN.CO", "energy_ha": -303.69445, "homo_lumo_gap_ev": 9.52, "max_force_ha_per_bohr": 0.0876}